Record 1
A structure of composition C12H6Cl2N3O7Ru, computed with ωB97M-V/def2-TZVPD.

```
31
Properties=species:S:1:pos:R:3:nbo_charge:R:1
Ru 0.200 -0.386 -0.835 1.00
O -5.607 -2.165 0.348 -0.52
C -4.451 -1.917 0.120 0.39
C -3.398 -1.505 1.145 0.37
O -3.559 -1.438 2.347 -0.56
C -2.206 -1.227 0.353 0.20
C -2.410 -1.487 -1.004 0.23
O -1.440 -1.324 -1.832 -0.71
C -3.771 -1.969 -1.247 0.37
O -4.281 -2.341 -2.283 -0.55
O -1.046 -0.818 0.761 -0.67
N 1.210 -2.162 -1.025 -0.52
N 1.935 -2.113 -2.238 -0.52
C 1.988 -0.882 -2.934 0.88
O 2.782 -0.771 -3.843 -0.66
O 1.085 -0.016 -2.585 -0.67
H 1.816 -2.192 -0.206 0.40
H 0.565 -2.947 -1.041 0.39
H 2.775 -2.666 -2.276 0.38
Cl 3.695 0.546 2.290 0.02
C 2.455 1.678 1.870 0.00
C 2.430 2.898 2.520 -0.24
C 1.448 3.828 2.210 -0.19
C 0.491 3.540 1.249 -0.27
C 0.545 2.315 0.618 0.07
Cl -0.641 1.937 -0.602 0.16
C 1.507 1.332 0.888 -0.01
N 1.562 0.110 0.245 -0.44
H 3.179 3.113 3.269 0.23
H 1.427 4.780 2.722 0.22
H -0.283 4.250 0.995 0.23
```

Summary:
calculated total energy = -2167.1931 a.u.
relative energy (zero: lowest compared OMol25 entry of this formula, charge and spin) = 2.94 kcal/mol
gap between HOMO and LUMO (alpha / beta) = 0.21377 / 0.21556 hartree
total charge = -1
LUMO (alpha / beta) = 1.18 / 1.23 eV
E_HOMO (alpha / beta) = -4.632 / -4.631 eV

Record 2
An isolated molecule of C12H7ClFN3O2S in a non-equilibrium geometry, computed with ωB97M-V/def2-TZVPD.

```
27
Properties=species:S:1:pos:R:3:nbo_charge:R:1
O 0.966 4.733 3.366 -0.54
C 0.500 3.856 2.637 0.59
C -0.835 4.042 2.106 -0.36
C -1.453 2.981 1.497 0.35
O -2.687 3.202 0.981 -0.64
C -0.771 1.672 1.406 -0.50
S -0.941 0.717 -0.128 0.26
C 0.777 0.308 0.086 0.33
N 1.508 -0.630 -0.580 -0.58
C 0.950 -1.719 -1.257 0.15
C 1.408 -2.953 -0.881 -0.23
C 0.815 -4.135 -1.360 -0.18
C -0.253 -4.039 -2.258 -0.11
Cl -1.041 -5.511 -2.804 0.02
C -0.721 -2.799 -2.650 0.39
F -1.746 -2.686 -3.525 -0.30
C -0.061 -1.633 -2.192 -0.30
N 1.508 0.976 0.919 -0.49
C 0.697 1.853 1.582 0.44
N 1.334 2.825 2.177 -0.44
H -1.283 5.011 2.179 0.25
H -2.935 2.460 0.425 0.48
H -1.179 1.039 2.215 0.28
H 2.424 -0.740 -0.124 0.43
H 2.259 -3.066 -0.216 0.22
H 1.121 -5.136 -1.094 0.24
H -0.363 -0.625 -2.509 0.24
```

Summary:
calculated total energy = -1734.4565 a.u.
gap between HOMO and LUMO = 0.31816 hartree
SMILES = O=C1C=C(O)[C@H]2SC(Nc3ccc(Cl)c(F)c3)=NC2=N1
total charge = 0
LUMO = -0.47 eV
E_HOMO = -9.130 eV

Record 3
A cluster of 2 separate species, C12H8BrF5N3O7PS2 in total in a non-equilibrium geometry, computed with ωB97M-V/def2-TZVPD.

```
39
Properties=species:S:1:pos:R:3:nbo_charge:R:1
O 1.210 2.923 1.761 -0.46
C 1.155 2.895 0.565 0.76
O 0.038 3.561 -0.046 -0.50
C -0.693 2.816 -0.909 0.36
C -0.748 3.313 -2.240 0.01
N -1.408 2.675 -3.165 -0.14
N -1.981 1.572 -2.783 -0.24
C -2.033 1.002 -1.593 0.18
C -2.797 -0.321 -1.455 0.97
F -2.064 -1.220 -0.828 -0.26
F -3.975 -0.142 -0.883 -0.27
F -3.043 -0.829 -2.694 -0.33
C -1.358 1.640 -0.510 -0.38
P -1.355 0.989 1.263 1.09
O -2.656 0.058 1.455 -1.02
Br 0.392 -0.393 1.276 -0.13
C 2.253 2.219 -0.211 -0.11
C 3.505 2.217 0.401 -0.18
C 4.607 1.607 -0.159 -0.20
C 4.478 0.960 -1.391 -0.17
C 3.240 0.960 -1.999 -0.20
C 2.133 1.576 -1.440 -0.21
H -0.233 4.243 -2.473 0.26
H -2.473 1.069 -3.524 0.45
H -2.325 -0.751 1.960 0.55
H 3.626 2.694 1.373 0.24
H 5.543 1.626 0.394 0.23
H 5.363 0.463 -1.782 0.23
H 3.136 0.426 -2.945 0.22
H 1.177 1.526 -1.954 0.20
N -0.645 -4.348 2.292 -1.20
S -1.137 -5.829 2.622 2.50
O -2.353 -6.231 1.998 -0.92
O -0.894 -6.289 3.948 -0.91
F -0.046 -6.619 1.781 -0.50
S -1.560 -3.256 2.914 2.53
O -1.304 -1.946 2.333 -1.04
O -1.771 -3.278 4.320 -0.91
F -3.004 -3.576 2.328 -0.50
```

Summary:
calculated total energy = -5364.0360 a.u.
gap between HOMO and LUMO = 0.22764 hartree
total charge = 0
LUMO = -3.00 eV
E_HOMO = -9.197 eV

Record 4
An isolated molecule of C12H8N2O2 in a non-equilibrium geometry, computed with ωB97M-V/def2-TZVPD.

```
24
Properties=species:S:1:pos:R:3:nbo_charge:R:1
O 1.591 0.479 -4.350 -0.66
C 1.102 0.266 -3.137 0.52
C 0.561 1.305 -2.479 -0.32
C 0.150 1.117 -1.191 -0.09
C 0.170 -0.138 -0.624 -0.17
C -0.458 -0.468 0.608 0.23
C -0.646 0.477 1.748 0.20
C -1.161 0.107 3.027 -0.23
C -1.202 1.244 3.837 -0.32
C -0.760 2.247 2.962 0.12
O -0.420 1.832 1.728 -0.39
N -0.564 -1.793 0.927 -0.44
C -0.059 -2.750 0.146 0.06
C 0.677 -2.463 -0.969 -0.27
C 0.656 -1.210 -1.404 0.19
N 1.090 -0.984 -2.647 -0.50
H 1.987 -0.333 -4.746 0.50
H 0.495 2.243 -2.947 0.23
H -0.393 1.963 -0.728 0.23
H -1.517 -0.886 3.304 0.25
H -1.593 1.389 4.791 0.23
H -0.755 3.313 3.226 0.20
H -0.126 -3.785 0.479 0.20
H 1.175 -3.171 -1.559 0.23
```

Summary:
calculated total energy = -722.0365 a.u.
relative energy (zero: lowest compared OMol25 entry of this formula, charge and spin) = 6.79 kcal/mol
gap between HOMO and LUMO = 0.27934 hartree
SMILES = Oc1ccc2c(-c3ccco3)nccc2n1
total charge = 0
LUMO = -0.29 eV
E_HOMO = -7.896 eV

Record 5
A structure of composition C12H8N2O4V in a non-equilibrium geometry, computed with ωB97M-V/def2-TZVPD.

```
27
Properties=species:S:1:pos:R:3:lowdin_spin:R:1
V 0.585 -0.613 0.378 0.86
C -1.008 -0.315 1.215 -0.01
O -1.949 -0.275 1.897 -0.01
C 0.895 -1.823 1.837 0.04
O 0.712 -2.413 2.814 0.07
C 1.547 0.913 1.130 0.01
O 1.926 1.735 1.873 0.04
C -0.080 -1.939 -0.895 0.01
O -0.678 -2.829 -1.366 0.04
C 5.250 -1.842 -1.747 0.47
H 4.807 -2.184 -2.688 0.02
H 5.595 -0.803 -1.708 0.02
C 5.358 -2.657 -0.686 0.47
H 5.795 -2.313 0.258 0.02
H 5.007 -3.694 -0.722 0.02
N -5.827 2.473 1.367 -0.01
C -4.799 2.238 0.850 0.00
C -3.528 1.920 0.235 -0.01
C -3.477 0.909 -0.748 0.00
C -2.216 0.656 -1.311 0.00
N -1.102 1.197 -0.788 -0.02
C -1.197 2.339 -0.085 0.00
C -2.393 2.696 0.558 0.00
H -4.351 0.273 -0.966 0.00
H -2.136 -0.059 -2.127 0.00
H -0.313 2.955 0.065 0.00
H -2.421 3.454 1.359 0.00
```

Summary:
expectation value of S² = 2.018
calculated total energy = -1815.1235 a.u.
2S+1 = 3
relative energy (zero: lowest compared OMol25 entry of this formula, charge and spin) = 47.35 kcal/mol
gap between HOMO and LUMO (alpha / beta) = 0.16012 / 0.12643 hartree
total charge = +3
LUMO (alpha / beta) = -14.52 / -15.53 eV
E_HOMO (alpha / beta) = -18.879 / -18.973 eV

Record 6
A structure of composition C12H8N3O2Se3TeW, computed with ωB97M-V/def2-TZVPD.

```
30
Properties=species:S:1:pos:R:3:nbo_charge:R:1
W 0.035 -0.686 0.244 0.55
O -1.356 3.264 -0.082 -0.47
C -1.205 2.081 -0.014 0.66
N 0.006 1.371 0.022 -0.79
C 1.207 2.084 -0.140 0.65
O 1.337 3.243 -0.402 -0.47
C 2.392 1.175 0.004 0.12
C 3.683 1.646 -0.091 -0.18
C 4.721 0.743 0.068 -0.11
C 4.425 -0.589 0.315 -0.22
C 3.107 -0.989 0.394 0.08
N 2.103 -0.110 0.234 -0.48
C -2.374 1.141 0.075 0.12
C -3.667 1.609 0.004 -0.18
C -4.701 0.690 0.070 -0.11
C -4.393 -0.654 0.198 -0.22
C -3.072 -1.049 0.261 0.08
N -2.069 -0.156 0.201 -0.47
H 3.836 2.699 -0.282 0.27
H 5.749 1.073 0.004 0.25
H 5.203 -1.326 0.449 0.25
H 2.833 -2.014 0.587 0.23
H -3.822 2.673 -0.103 0.27
H -5.732 1.016 0.020 0.25
H -5.163 -1.411 0.250 0.25
H -2.799 -2.086 0.359 0.23
Se 0.012 -0.045 2.746 -0.07
Se -0.254 -2.126 3.696 -0.03
Te -0.122 -3.048 1.407 0.42
Se 0.062 -1.997 -1.588 0.10
```

Summary:
calculated total energy = -8316.1478 a.u.
relative energy (zero: lowest compared OMol25 entry of this formula, charge and spin) = 0.00 kcal/mol
gap between HOMO and LUMO (alpha / beta) = 0.22639 / 0.22617 hartree
total charge = +1
LUMO (alpha / beta) = -5.37 / -5.38 eV
E_HOMO (alpha / beta) = -11.534 / -11.535 eV